No. 1
{
  "formula": "C2H4BrCl",
  "method": "ωB97M-V with the def2-TZVPD basis set",
  "species": ["C", "C", "Cl", "Br", "H", "H", "H", "H"],
  "coordinates": [[0.6785, 1.1160, -0.2043], [-0.3439, -1.5394, 0.1965], [-0.6843, 2.0374, 0.1240], [-2.1100, -0.9845, -0.0437], [0.8042, 0.8259, -1.2589], [1.4100, 1.2097, 0.5293], [-0.0242, -1.4921, 1.2447], [0.2697, -1.1729, -0.5877]],
  "atomic_forces_ev_per_a": [[-1.0, -0.2, -1.6], [-0.6, 0.8, 1.0], [-0.5, 0.5, 0.0], [-0.1, -0.4, 0.0], [0.2, 0.2, 0.8], [1.4, -0.2, 0.7], [0.0, -0.3, -0.6], [0.6, -0.4, -0.5]],
  "mulliken_charge": [-0.70, -0.57, -0.08, -0.05, 0.40, 0.37, 0.30, 0.33],
  "orbital_gap_ev": [8.261, 8.601],
  "total_charge": 0,
  "total_energy_ha": -3112.65927,
  "homo_ev": [-8.52, -8.63],
  "e_lumo_ev": [-0.3, 0.0]
}

---

No. 2
{
  "formula": "C2H2N4O2S",
  "method": "ωB97M-V with the def2-TZVPD basis set",
  "species": ["C", "C", "N", "N", "N", "N", "O", "O", "S", "H", "H"],
  "coordinates": [[-1.9320, 0.4224, 0.2371], [0.9001, 1.2891, 0.0635], [-2.8847, 1.0459, 0.2525], [1.7696, 0.4382, 0.0091], [-0.7212, -0.1359, 0.0834], [-0.5885, -1.3581, -0.0817], [-1.4386, -2.1705, -0.1250], [0.6228, -1.7414, -0.3303], [0.2120, 2.6490, 0.0548], [1.3273, -0.8337, -0.0562], [2.7332, 0.3950, -0.1071]],
  "atomic_forces_ev_per_a": [[1.2, -1.4, -0.5], [1.2, 0.8, -0.3], [-1.4, 0.9, 0.3], [-0.8, -2.8, 0.4], [-0.5, 3.4, 0.9], [0.6, -1.9, -1.0], [-1.9, -1.5, 0.2], [1.8, 0.1, 0.6], [-0.9, 1.6, 0.1], [-1.1, -0.2, -0.6], [1.8, 1.1, -0.2]],
  "mulliken_charge": [0.39, 0.79, -0.39, -0.42, -0.51, 1.04, -0.61, -0.59, -0.35, 0.46, 0.18],
  "orbital_gap_ev": 10.256,
  "total_charge": 0,
  "total_energy_ha": -844.90508,
  "homo_ev": -10.54,
  "e_lumo_ev": -0.3
}

---

Q: Number 1 is which compound?
A: C2H4BrCl